Density functional theory data (ωB97M-V/def2-TZVPD) for a molecular structure, C40H41F2N6RhSe2Si2.

```
94
Properties=species:S:1:pos:R:3:forces:R:3:mulliken_charge:R:1
Rh -0.258 -1.282 -0.469 0.104 0.076 0.075 -1.2290
F -5.683 -0.831 -0.110 0.014 -0.011 -0.004 -0.3779
C -4.617 -1.591 -0.443 0.018 -0.127 -0.124 -0.2668
C -3.350 -1.114 -0.171 -0.117 0.223 -0.062 0.7571
C -2.225 -1.857 -0.520 0.129 -0.055 -0.113 -0.0270
C -2.427 -3.121 -1.134 0.290 -0.004 -0.036 0.2823
C -3.725 -3.546 -1.383 -0.088 0.014 0.021 0.5652
F -3.949 -4.730 -1.995 -0.038 0.018 -0.001 -0.3718
C -4.845 -2.809 -1.056 0.027 0.149 0.088 -0.9823
C -1.219 -3.892 -1.516 -0.026 0.237 0.101 0.1298
C -1.186 -5.224 -1.919 0.002 -0.031 -0.004 -1.0826
C 0.033 -5.805 -2.224 0.184 0.103 0.008 -0.3674
C 1.203 -5.062 -2.124 -0.159 -0.056 0.008 -0.9968
C 1.109 -3.748 -1.704 -0.112 -0.177 -0.060 -0.3114
N -0.068 -3.188 -1.414 -0.368 -0.064 0.018 0.7782
H -3.264 -0.160 0.346 -0.075 -0.258 -0.265 1.3115
H -5.841 -3.174 -1.266 0.021 0.008 0.006 0.5536
H -2.097 -5.796 -1.982 0.083 0.026 -0.001 0.5514
H 0.069 -6.841 -2.533 0.011 -0.002 -0.004 0.4260
H 2.170 -5.486 -2.352 0.001 -0.006 0.000 0.4798
H 1.979 -3.120 -1.589 0.078 0.083 0.019 0.2867
C -0.506 -3.026 2.312 0.018 0.178 -0.014 -1.3642
Si -0.727 -1.199 1.871 -0.134 -0.075 0.029 1.0619
C -2.356 -0.572 2.586 0.035 -0.044 0.003 -1.1266
C 0.602 -0.141 2.677 -0.034 -0.205 0.101 0.6815
C 1.096 1.011 2.073 -0.126 0.096 -0.390 0.8029
C 2.085 1.771 2.673 0.084 0.147 -0.041 -0.7824
C 2.608 1.384 3.899 0.029 0.053 -0.008 -0.5667
C 2.127 0.245 4.523 -0.016 -0.057 0.063 -0.7979
C 1.127 -0.506 3.920 0.031 -0.014 -0.025 -0.5333
H -0.505 -3.159 3.397 -0.008 -0.012 -0.003 0.4689
H 0.427 -3.441 1.921 -0.036 0.059 0.013 0.2742
H -1.335 -3.605 1.899 -0.010 0.003 -0.002 0.3131
H -2.220 -0.529 3.669 0.018 0.000 0.052 0.6233
H -3.199 -1.228 2.363 0.078 0.072 0.095 0.3645
H -2.606 0.443 2.254 0.064 -0.137 0.069 0.1344
H 0.755 1.291 1.069 0.167 -0.093 0.347 -0.8973
H 2.469 2.651 2.170 -0.020 -0.023 -0.003 0.4435
H 3.399 1.962 4.359 -0.001 0.002 -0.007 0.4015
H 2.539 -0.066 5.475 -0.012 -0.001 -0.009 0.4365
H 0.774 -1.401 4.422 -0.007 -0.001 -0.008 0.2963
C -1.497 4.926 -1.270 -0.121 -0.246 -0.189 -0.5591
Si 0.102 4.565 -2.207 -0.077 0.023 -0.009 0.5396
C 1.235 6.052 -2.083 -0.047 -0.052 0.002 -1.0942
C -0.317 4.155 -3.983 -0.061 0.074 -0.002 -0.9688
Se 1.293 2.828 -1.326 -0.024 0.022 0.099 -0.2142
H -1.851 5.925 -1.531 -0.008 0.039 -0.030 0.5572
H -1.347 4.901 -0.187 -0.006 0.015 -0.063 0.1620
H -2.304 4.214 -1.523 0.406 0.434 0.032 0.0137
H 0.724 6.944 -2.451 -0.001 0.011 -0.010 0.3369
H 2.140 5.905 -2.674 -0.011 -0.009 0.010 0.2893
H 1.533 6.235 -1.048 -0.011 -0.003 -0.021 0.3083
H -0.888 4.965 -4.446 0.024 -0.018 0.003 0.3711
H -0.918 3.243 -4.037 0.015 0.006 0.005 0.2345
H 0.589 3.990 -4.566 -0.002 0.002 -0.002 0.3053
N 9.499 -2.872 3.598 -0.214 0.066 -0.141 -0.6263
C 8.561 -2.582 2.985 0.297 -0.088 0.188 0.1752
C 7.409 -2.228 2.237 0.014 -0.031 0.073 0.2138
C 7.519 -1.744 0.920 0.021 0.099 -0.266 -1.0030
C 6.409 -1.401 0.194 0.031 -0.002 -0.016 -0.7313
C 5.115 -1.525 0.758 -0.057 0.029 -0.057 1.8278
C 5.001 -2.018 2.085 -0.016 -0.047 0.131 -0.4552
C 6.126 -2.353 2.793 -0.210 -0.040 0.156 -0.9749
N 3.981 -1.214 0.040 0.204 -0.047 0.083 0.5347
C 3.910 -0.623 -1.223 0.018 0.028 -0.041 -0.7845
C 2.585 -0.444 -1.492 -0.179 0.147 -0.396 -1.3280
N 1.823 -0.909 -0.470 -0.066 0.007 -0.054 1.8038
C 2.687 -1.410 0.442 0.072 0.071 -0.187 -1.2150
H 8.502 -1.645 0.477 -0.029 0.007 -0.011 0.4119
H 6.537 -1.041 -0.818 -0.007 -0.002 0.019 0.2568
H 4.032 -2.107 2.562 0.114 0.002 -0.025 0.2763
H 6.029 -2.718 3.810 -0.014 0.021 -0.052 0.4067
H 4.778 -0.327 -1.782 -0.007 -0.023 0.048 0.3637
H 2.144 0.017 -2.371 0.189 -0.134 0.222 0.4651
H 2.418 -1.767 1.406 -0.118 -0.120 0.331 0.1238
C -3.892 1.015 -3.088 0.004 -0.014 -0.056 -1.3070
N -3.289 1.574 -1.897 0.201 0.122 0.362 0.8878
C -2.017 1.421 -1.487 0.021 -0.046 -0.039 -1.7318
Se -0.635 0.516 -2.353 -0.154 0.034 0.007 -0.2492
N -1.885 2.022 -0.292 -0.158 -0.335 -0.146 1.3322
C -3.092 2.554 0.111 -0.167 -0.091 0.046 0.3395
C -3.477 3.238 1.255 0.008 0.025 0.078 -1.0802
C -4.805 3.615 1.331 0.029 0.009 0.019 -0.7438
C -5.714 3.321 0.307 -0.010 -0.005 -0.023 -0.7951
C -5.327 2.641 -0.834 0.090 -0.013 0.014 -0.6579
C -3.992 2.267 -0.912 -0.229 0.010 0.076 0.8586
H -3.108 0.581 -3.700 0.026 -0.019 -0.021 0.4366
H -4.397 1.806 -3.642 0.005 -0.018 -0.007 0.4027
H -4.605 0.241 -2.809 -0.023 -0.023 0.009 0.3197
H -0.987 2.103 0.161 0.206 0.076 0.047 -0.3762
H -2.773 3.461 2.050 -0.073 -0.038 -0.105 0.5801
H -5.153 4.148 2.207 0.002 -0.011 -0.021 0.4670
H -6.746 3.628 0.414 0.016 -0.004 0.002 0.4283
H -6.032 2.400 -1.618 -0.009 0.004 -0.003 0.5233
```
Forces are in eV/Å.

Output
max |F| = 0.60 eV Å⁻¹
E_LUMO (alpha / beta) = -0.31 / -1.85 eV
HOMO (alpha / beta) = -0.13486 / -0.27151 hartree
spin multiplicity = 5
expectation value of S² = 6.038
relative energy (zero: lowest compared OMol25 entry of this formula, charge and spin) = 0.0 kcal/mol
orbital gap (alpha / beta) = 3.364 / 5.538 eV